Record 1
{
  "formula": "C6H12NO",
  "method": "ωB97M-V/def2-TZVPD",
  "smiles": "C=C(C)C[C@@H]([NH3+])C=O",
  "multiplicity": 1,
  "de_lowest_kcal_mol": 21.2,
  "charge": 1,
  "orbital_gap_ha": 0.3403,
  "e_homo_ev": -13.109,
  "symbols": ["C", "C", "C", "C", "C", "N", "C", "O", "H", "H", "H", "H", "H", "H", "H", "H", "H", "H", "H", "H"],
  "coordinates": [[0.645753, 2.148800, 1.515621], [-0.089951, 1.260236, 0.864038], [-1.553905, 1.045986, 1.142308], [0.709106, 0.304479, -0.077981], [-0.071831, -0.836597, -0.744200], [0.598967, -1.120633, -2.072547], [0.037320, -2.137551, 0.038380], [0.331015, -3.170188, -0.495384], [0.231892, 2.846004, 2.232655], [1.712441, 2.201039, 1.320534], [-2.071704, 2.004811, 1.143253], [-1.745682, 0.511439, 2.067580], [-2.050619, 0.439240, 0.383015], [1.009944, 1.015569, -0.846424], [1.517844, -0.132799, 0.502072], [-1.131320, -0.635153, -0.882056], [0.141699, -1.954475, -2.458515], [1.584845, -1.354837, -1.942071], [0.486468, -0.389019, -2.775495], [-0.292287, -2.046344, 1.085210]],
  "forces_ev_per_angstrom": [[0.0, 0.1, -0.2], [0.4, -1.0, 0.6], [-0.2, 0.0, -0.6], [-1.6, 0.8, 0.4], [1.3, 0.3, 0.2], [-1.1, -0.6, -0.3], [-0.9, 0.0, -0.1], [0.3, 0.1, 0.1], [0.0, 0.0, -0.1], [0.0, 0.1, 0.1], [-0.1, -0.1, 0.2], [0.1, 0.1, 0.3], [0.0, 0.2, -0.1], [0.7, -0.4, -0.2], [0.4, 0.2, -0.3], [0.0, 0.2, -0.4], [0.3, -0.2, 0.0], [0.0, 0.1, 0.0], [0.2, 0.3, 0.3], [0.3, -0.2, 0.1]],
  "nbo_charge": [-0.358, -0.001, -0.658, -0.473, -0.156, -0.671, 0.424, -0.484, 0.224, 0.201, 0.254, 0.241, 0.189, 0.243, 0.243, 0.258, 0.458, 0.453, 0.449, 0.164]
}

Record 2
{
  "formula": "C3H11NP",
  "method": "ωB97M-V/def2-TZVPD",
  "multiplicity": 1,
  "de_lowest_kcal_mol": 80.6,
  "charge": 1,
  "orbital_gap_ha": 0.3478,
  "e_homo_ev": -14.014,
  "symbols": ["C", "C", "C", "N", "P", "H", "H", "H", "H", "H", "H", "H", "H", "H", "H", "H"],
  "coordinates": [[-0.653008, 1.905408, 2.726946], [1.489215, -1.880022, -2.398172], [-0.253457, 1.070316, 1.543451], [-0.597286, 1.096303, 0.286770], [0.010866, -1.219638, -1.467300], [-0.131060, 1.710771, 3.735181], [-1.750156, 1.550347, 2.925141], [-0.665158, 2.976908, 2.408712], [1.223429, -2.654408, -2.987114], [2.119815, -2.075840, -1.611388], [1.865266, -1.003243, -3.026253], [0.241106, 0.149247, 1.595226], [-0.293132, -2.431418, -0.851797], [-1.109279, 1.954895, -0.049528], [-0.434744, 0.426117, -0.479471], [-1.062417, -1.575741, -2.350405]],
  "forces_ev_per_angstrom": [[-1.3, -0.2, 0.2], [-1.0, 5.2, -0.3], [-0.7, -1.2, -1.6], [-1.9, 5.3, 1.7], [-0.4, -1.8, -1.7], [-0.3, 0.3, -2.1], [1.7, 0.8, -0.4], [-0.1, -0.8, 0.7], [-0.6, -2.6, -1.7], [2.0, -0.8, 1.3], [-0.2, -1.4, 0.8], [1.2, -1.3, 1.5], [0.1, -0.2, 0.8], [0.5, -1.1, 0.4], [0.9, -1.0, 0.3], [0.4, 0.7, 0.0]],
  "nbo_charge": [-0.722, -0.822, 0.318, -0.627, 0.222, 0.296, 0.296, 0.269, 0.238, 0.229, 0.239, 0.208, 0.016, 0.407, 0.402, 0.031]
}

Record 3
{
  "formula": "C22H18Cl3FN5O2Rh",
  "method": "ωB97M-V/def2-TZVPD",
  "multiplicity": 1,
  "de_lowest_kcal_mol": 15.2,
  "orbital_gap_ha": [0.2468, 0.2467],
  "e_homo_ev": [-7.307, -7.307],
  "symbols": ["Rh", "C", "C", "C", "C", "C", "N", "C", "C", "C", "C", "C", "C", "C", "N", "C", "C", "C", "N", "C", "C", "N", "C", "C", "C", "N", "H", "H", "H", "H", "H", "H", "H", "H", "H", "H", "H", "H", "H", "H", "H", "H", "H", "H", "F", "Cl", "C", "Cl", "Cl", "C", "O", "O"],
  "coordinates": [[0.095102, -1.528601, 0.236386], [-4.133704, 3.229260, 2.491854], [-3.036464, 2.516282, 1.755671], [-1.710433, 2.928254, 1.855526], [-0.703549, 2.218210, 1.240992], [-0.960510, 1.089118, 0.452702], [0.093342, 0.388993, -0.132750], [1.152978, 1.071180, -0.673674], [0.965765, 2.223971, -1.459753], [2.027016, 2.890070, -2.030264], [3.339812, 2.433867, -1.896064], [4.481123, 3.116663, -2.592770], [3.541832, 1.298749, -1.130294], [2.481693, 0.655270, -0.501961], [2.788365, -0.439667, 0.364165], [3.910549, -0.627088, 1.072606], [3.896062, -1.909832, 1.580652], [2.700691, -2.455524, 1.134926], [2.051377, -1.576472, 0.372085], [-2.303336, 0.696817, 0.329449], [-3.308897, 1.390490, 0.996545], [-2.698599, -0.423785, -0.465235], [-3.929307, -0.708273, -0.935165], [-3.852244, -1.879558, -1.651143], [-2.513646, -2.256842, -1.570045], [-1.819045, -1.365601, -0.873646], [-3.864687, 4.266406, 2.688461], [-4.333086, 2.752720, 3.453663], [-5.063595, 3.225942, 1.923232], [-1.462135, 3.795038, 2.455757], [0.326812, 2.525194, 1.360226], [-0.042638, 2.586278, -1.607636], [1.831462, 3.775031, -2.623926], [4.239514, 4.156655, -2.810354], [4.717134, 2.629546, -3.541146], [5.385231, 3.104953, -1.983386], [4.540511, 0.897442, -1.010990], [4.642037, 0.157566, 1.146381], [4.642265, -2.370128, 2.201056], [2.252481, -3.418124, 1.316001], [-4.329026, 1.038110, 0.940541], [-4.760989, -0.051396, -0.763414], [-4.652685, -2.380122, -2.163657], [-2.003226, -3.112126, -1.981990], [0.323816, -0.972077, 2.055830], [-2.412118, -6.061798, 0.748453], [-0.830728, -5.647291, 0.092693], [0.443001, -6.441337, 1.050057], [-0.732973, -6.188945, -1.587246], [-0.560394, -4.126100, 0.201338], [-1.138157, -3.473160, 1.073477], [0.286196, -3.644214, -0.604202]],
  "forces_ev_per_angstrom": [[-0.1, 0.0, -0.7], [-0.1, 0.1, 0.0], [0.0, -0.1, -0.1], [0.0, 0.0, 0.0], [0.0, 0.0, -0.1], [-0.1, 0.0, 0.0], [-0.2, 0.2, -0.2], [0.4, 0.1, 0.0], [0.0, -0.1, 0.1], [0.1, 0.0, 0.0], [-0.1, 0.0, 0.0], [0.1, 0.1, 0.0], [-0.1, 0.1, 0.0], [-0.1, 0.0, 0.1], [-0.2, -0.2, -0.3], [0.1, 0.0, 0.0], [0.1, 0.1, 0.0], [-0.1, 0.0, -0.3], [0.4, 0.1, 0.7], [0.0, 0.0, 0.1], [0.1, 0.1, 0.1], [0.2, 0.0, -0.2], [0.0, 0.1, -0.1], [0.0, 0.0, 0.0], [0.3, 0.0, -0.1], [-0.2, -0.1, 1.1], [0.0, 0.0, 0.0], [0.0, 0.0, 0.0], [0.0, 0.0, 0.0], [0.0, 0.0, 0.0], [0.0, 0.0, 0.0], [0.0, 0.0, 0.0], [0.0, 0.0, 0.0], [0.0, 0.0, 0.0], [0.0, 0.0, 0.0], [0.0, 0.0, 0.0], [0.0, 0.0, 0.0], [0.0, 0.0, 0.0], [0.0, 0.0, 0.0], [0.0, 0.0, 0.1], [0.0, 0.0, 0.0], [0.0, 0.0, 0.0], [0.0, 0.0, 0.0], [0.0, -0.1, 0.0], [-0.5, 0.0, -0.2], [0.0, 0.0, 0.0], [0.0, -0.1, 0.0], [0.0, 0.0, 0.0], [0.0, 0.0, 0.0], [0.0, 0.2, 0.0], [0.2, -0.3, 0.0], [-0.1, 0.0, 0.0]],
  "nbo_charge": [1.327, -0.625, -0.021, -0.203, -0.213, 0.227, -0.558, 0.146, -0.226, -0.189, -0.050, -0.623, -0.215, 0.134, -0.153, 0.016, -0.330, 0.037, -0.224, 0.085, -0.212, -0.143, -0.001, -0.327, 0.007, -0.324, 0.218, 0.224, 0.215, 0.213, 0.223, 0.223, 0.212, 0.217, 0.220, 0.215, 0.211, 0.232, 0.243, 0.244, 0.208, 0.228, 0.241, 0.237, -0.575, 0.049, -0.198, 0.024, 0.034, 0.702, -0.660, -0.742]
}

Record 4
{
  "formula": "H4O3",
  "method": "ωB97M-V/def2-TZVPD",
  "smiles": "OO.O",
  "multiplicity": 1,
  "de_lowest_kcal_mol": 1.5,
  "orbital_gap_ha": 0.4043,
  "e_homo_ev": -10.505,
  "symbols": ["O", "O", "H", "H", "O", "H", "H"],
  "coordinates": [[0.674212, -0.241457, -1.153924], [1.527129, 0.712088, -0.603948], [-0.173618, 0.029401, -0.740175], [1.956773, 0.315901, 0.168429], [-1.507701, -0.111158, 0.446677], [-0.800510, 0.252542, 1.031201], [-1.676285, -0.957316, 0.851740]],
  "forces_ev_per_angstrom": [[-0.8, -0.7, 0.0], [1.0, 1.5, 0.5], [0.2, -0.6, -0.6], [-0.2, -0.4, -0.2], [0.9, 1.0, 0.8], [-0.9, -0.1, -0.5], [-0.3, -0.6, 0.0]],
  "nbo_charge": [-0.464, -0.476, 0.473, 0.442, -0.931, 0.474, 0.481]
}

Record 5
{
  "formula": "C27H28BrCaO6Te",
  "method": "ωB97M-V/def2-TZVPD",
  "multiplicity": 1,
  "de_lowest_kcal_mol": 13.4,
  "charge": -1,
  "orbital_gap_ha": 0.2393,
  "e_homo_ev": -4.535,
  "symbols": ["Ca", "O", "C", "C", "O", "C", "C", "O", "C", "O", "O", "C", "C", "C", "C", "C", "C", "C", "Br", "C", "O", "C", "C", "C", "C", "C", "C", "H", "H", "H", "H", "H", "H", "H", "H", "H", "H", "H", "H", "H", "H", "H", "H", "H", "H", "H", "H", "C", "Te", "C", "C", "C", "C", "C", "C", "C", "H", "H", "H", "H", "H", "H", "H", "H"],
  "coordinates": [[2.122090, -0.954516, -0.753471], [6.399216, -1.069085, 3.642514], [5.580746, -1.177751, 2.763157], [4.112275, -1.506587, 2.930030], [3.540285, -1.729794, 3.980316], [3.542665, -1.515842, 1.583090], [4.533219, -1.228843, 0.615742], [4.326561, -1.178855, -0.655270], [5.828218, -1.006245, 1.278501], [6.891896, -0.746216, 0.754404], [2.298809, -1.770906, 1.294687], [-4.237312, 3.971376, 0.383774], [-3.931039, 3.332419, -0.978590], [-5.031184, 2.315215, -1.286189], [-3.963164, 4.416594, -2.065678], [-2.549100, 2.684185, -0.943659], [-2.335041, 1.336079, -1.174561], [-1.045638, 0.846686, -1.126545], [-0.796773, -1.037110, -1.435914], [0.121323, 1.593944, -0.862018], [1.289364, 1.036408, -0.858100], [-0.117624, 2.980456, -0.610560], [-1.419059, 3.455779, -0.666670], [0.982107, 4.002189, -0.269366], [0.992316, 5.102439, -1.344473], [2.404367, 3.436134, -0.188717], [0.672940, 4.632948, 1.099331], [-5.224014, 4.442216, 0.373779], [-3.501561, 4.734739, 0.639860], [-4.221492, 3.213954, 1.169512], [-6.002567, 2.813383, -1.297431], [-5.063917, 1.529807, -0.528715], [-4.877450, 1.852381, -2.262976], [-4.946559, 4.893053, -2.103273], [-3.750889, 3.979448, -3.043201], [-3.218558, 5.190960, -1.876209], [-3.146516, 0.655180, -1.388563], [-1.571872, 4.511854, -0.476702], [1.217791, 4.670656, -2.321641], [1.760134, 5.845002, -1.113083], [0.033273, 5.617825, -1.415637], [2.720327, 3.001218, -1.134192], [2.490228, 2.669160, 0.578248], [3.086619, 4.252526, 0.063459], [-0.290933, 5.143709, 1.111403], [1.446036, 5.361555, 1.355367], [0.658942, 3.864017, 1.873722], [0.604363, -4.377695, 1.058688], [2.245141, -4.133136, -0.301882], [1.325776, -5.812556, -1.319451], [0.463985, -6.488790, -0.283714], [0.007202, -7.791636, -0.460587], [-0.791860, -8.398497, 0.496049], [-1.140761, -7.701007, 1.643909], [-0.688638, -6.403892, 1.827542], [0.113851, -5.787414, 0.871693], [-0.175658, -3.650708, 0.832646], [0.965041, -4.184591, 2.066021], [2.092593, -6.482441, -1.704848], [0.721168, -5.468901, -2.159427], [0.289115, -8.335067, -1.355126], [-1.133666, -9.415481, 0.350265], [-1.756347, -8.170813, 2.400596], [-0.950778, -5.861094, 2.728122]],
  "forces_ev_per_angstrom": [[-0.1, 0.1, -0.3], [0.0, 0.0, 0.0], [0.1, 0.0, 0.1], [-0.2, -0.1, 0.0], [0.0, 0.0, 0.0], [0.2, 0.0, 0.1], [0.1, -0.1, 0.1], [0.0, 0.0, 0.1], [0.1, 0.0, -0.2], [0.0, 0.0, 0.1], [0.1, -0.1, 0.1], [0.0, 0.0, 0.0], [0.0, 0.0, 0.0], [0.1, 0.0, 0.0], [0.0, 0.0, 0.0], [0.0, 0.0, 0.0], [0.0, 0.0, 0.0], [0.1, -0.1, 0.0], [-0.1, 0.0, 0.0], [-0.1, 0.2, 0.0], [-0.2, 0.1, -0.1], [0.1, -0.1, 0.0], [-0.1, 0.0, 0.0], [0.0, 0.1, 0.0], [0.0, 0.0, 0.0], [0.0, 0.0, 0.0], [0.0, 0.0, 0.0], [0.0, 0.0, 0.0], [0.0, 0.0, 0.0], [0.0, 0.0, 0.0], [0.0, 0.0, 0.0], [0.0, 0.0, 0.0], [0.0, 0.0, 0.0], [0.0, 0.0, 0.0], [0.0, 0.0, 0.0], [0.0, 0.0, 0.0], [0.0, 0.0, 0.0], [0.0, 0.0, 0.0], [0.0, 0.0, 0.0], [0.0, 0.0, 0.0], [0.0, 0.0, 0.0], [0.0, 0.0, 0.0], [0.0, 0.0, 0.0], [0.0, 0.0, 0.0], [0.0, 0.0, 0.0], [0.0, 0.0, 0.0], [0.0, 0.0, 0.0], [0.1, 0.0, 0.0], [-0.3, -0.3, 0.0], [0.0, 0.1, 0.1], [0.0, 0.0, 0.0], [0.0, 0.0, 0.0], [0.0, 0.0, 0.0], [0.0, 0.0, 0.0], [0.0, 0.0, 0.0], [0.0, 0.0, 0.0], [0.1, 0.0, 0.0], [0.0, 0.0, 0.0], [0.0, 0.0, 0.0], [0.0, 0.1, 0.0], [0.0, 0.0, 0.0], [0.0, 0.0, 0.0], [0.0, 0.0, 0.0], [0.0, 0.0, 0.0]],
  "nbo_charge": [1.769, -0.516, 0.384, 0.362, -0.569, 0.187, 0.224, -0.859, 0.366, -0.553, -0.884, -0.595, -0.068, -0.604, -0.595, -0.080, -0.244, -0.155, -0.043, 0.409, -0.945, -0.118, -0.138, -0.071, -0.594, -0.591, -0.595, 0.197, 0.207, 0.212, 0.204, 0.210, 0.208, 0.197, 0.210, 0.207, 0.218, 0.187, 0.210, 0.200, 0.197, 0.220, 0.224, 0.189, 0.196, 0.201, 0.216, -0.634, 0.461, -0.700, 0.054, -0.235, -0.218, -0.219, -0.189, -0.076, 0.233, 0.256, 0.225, 0.221, 0.204, 0.207, 0.208, 0.212]
}